w:
228
Properties=species:S:1:pos:R:3:mulliken_charge:R:1 method="wB97M-V/def2-TZVPD" homo_ev=-6.4 gap_ev=6.91 multiplicity=1 lumo_ev=0.5 total_charge=0
C -0.5967 -6.5507 2.5360 -0.797
C -0.6096 -6.4948 1.0244 0.826
O -0.9262 -5.1818 0.5644 0.063
O 0.2797 -5.5858 3.1082 -0.705
H -0.2554 -7.5406 2.8432 0.480
H -1.5554 -6.2981 3.0057 0.154
H -1.3196 -7.2300 0.6339 -0.758
H 0.3924 -6.6908 0.6352 0.194
H -1.8902 -5.1539 0.4499 -0.599
H 0.1125 -4.7343 2.6868 0.259
C 0.3366 -2.2007 -4.2122 0.135
C 1.6396 -2.4504 -3.4760 -1.026
O 1.4564 -3.3117 -2.3836 -0.442
O -0.1570 -3.4118 -4.8190 -0.668
H 0.4829 -1.5071 -5.0442 0.420
H -0.4960 -1.8246 -3.6057 -0.385
H 2.0912 -1.4823 -3.2198 0.541
H 2.3694 -2.8522 -4.1930 0.254
H 1.7794 -2.8474 -1.5980 0.121
H -0.1358 -4.1048 -4.1200 -0.074
C 5.0209 3.3541 3.3632 1.005
C 6.4267 3.8867 3.3508 -0.677
O 7.1207 3.6798 4.5868 -0.601
O 4.9112 2.0333 3.8853 -0.514
H 4.6048 3.4053 2.3551 -0.386
H 4.3632 3.9160 4.0376 -0.376
H 6.5559 4.9157 2.9974 0.375
H 7.0535 3.3362 2.6272 0.537
H 7.9360 4.1833 4.5614 0.325
H 5.7771 1.7648 4.2140 0.330
C 2.9444 7.1294 1.7937 -0.140
C 3.0630 8.4297 1.0508 -0.817
O 3.6762 9.4832 1.7603 -0.317
O 4.1634 6.3720 1.8259 -0.403
H 2.1045 6.5264 1.4539 0.323
H 2.6808 7.3560 2.8359 0.207
H 2.0188 8.7193 0.8397 0.366
H 3.5222 8.2605 0.0691 0.382
H 4.0296 10.0940 1.1108 0.222
H 4.7824 6.9641 2.2737 0.148
C -2.3135 2.2154 2.7816 -0.854
C -1.9065 0.7746 2.6445 0.302
O -0.4728 0.5845 2.7969 -0.523
O -1.9117 2.9251 1.6015 -0.627
H -1.8324 2.6707 3.6528 0.279
H -3.3895 2.2713 2.9382 0.503
H -2.1683 0.4007 1.6526 -0.133
H -2.2834 0.1529 3.4596 0.382
H -0.2980 -0.2912 2.4144 0.424
H -0.9419 2.8809 1.5837 0.232
C 1.2940 -2.5232 1.8428 0.190
C 2.4123 -1.7541 1.0662 -0.942
O 2.0606 -1.3427 -0.2390 -0.465
O 0.1993 -1.6992 2.0731 -0.689
H 1.7951 -2.8616 2.7506 0.560
H 1.0549 -3.3975 1.2230 -0.346
H 3.2489 -2.4532 1.0166 0.671
H 2.6346 -0.9004 1.7123 0.161
H 1.4227 -0.6043 -0.1878 0.125
H -0.2476 -1.4178 1.2581 -0.134
C 4.9142 12.5160 2.2980 -0.885
O 5.2565 11.5650 3.2548 -0.272
C 6.6331 11.3861 3.4829 -0.589
C 6.9242 10.2031 4.3902 -0.695
N 6.1117 9.0085 4.1221 -0.051
C 5.8828 8.2433 5.3207 -1.194
C 4.9957 7.0336 5.1119 0.459
O 3.6434 7.3896 5.2459 -0.371
C 2.7939 6.3720 5.7119 -0.573
H 3.8378 12.6721 2.2731 0.264
H 5.2049 12.1902 1.2904 0.353
H 5.3844 13.4872 2.4873 0.316
H 7.0623 12.3553 3.7656 0.448
H 7.0393 11.1420 2.4827 0.321
H 6.6827 10.5349 5.4143 0.377
H 8.0112 10.1135 4.4571 0.318
H 5.2773 9.4292 3.7178 0.180
H 5.4617 8.8479 6.1383 0.402
H 6.8043 7.8545 5.7650 0.483
H 5.2471 6.3082 5.8976 0.646
H 5.3278 6.5333 4.1954 -0.619
H 2.7327 5.5821 4.9510 0.035
H 1.7667 6.7272 5.8003 0.254
H 3.1485 6.0358 6.6911 0.425
C -4.9186 -1.3489 2.9741 -0.241
O -3.6399 -1.6534 2.3955 0.588
C -3.4752 -3.0602 2.3302 -1.111
C -4.4180 -3.6654 1.2453 -1.098
N -3.9517 -4.9818 0.8587 0.448
C -4.7784 -5.6259 -0.1637 0.392
C -6.1793 -6.0035 0.3661 -0.931
O -5.9721 -6.9531 1.3791 -0.252
C -7.1351 -7.5106 1.9327 -0.847
H -5.0696 -1.9258 3.8893 0.433
H -5.6991 -1.5235 2.2342 -0.650
H -4.8500 -0.2986 3.2546 0.274
H -3.6236 -3.5730 3.2880 0.771
H -2.4318 -3.2423 2.0669 -0.437
H -4.3587 -2.8539 0.5172 1.407
H -5.4018 -3.7503 1.7176 0.287
H -4.0976 -5.5564 1.6880 0.505
H -4.3236 -6.5557 -0.5144 0.308
H -4.8271 -5.0298 -1.0760 -0.582
H -6.7884 -6.4493 -0.4276 0.677
H -6.6471 -5.0942 0.7596 0.249
H -7.6835 -8.0611 1.1607 0.319
H -7.7941 -6.7525 2.3684 0.322
H -6.8933 -8.2162 2.7246 0.242
C 1.3415 3.5042 2.8858 -0.360
O 0.9806 3.1016 1.5782 -0.424
C 1.8431 2.1417 1.0010 0.011
C 1.2912 1.8137 -0.3556 -1.511
N 0.1954 0.8665 -0.1267 0.347
C -0.6066 0.5096 -1.3007 -1.454
C -1.7258 -0.4578 -0.9948 -0.715
O -1.1845 -1.6288 -0.4490 1.494
C -2.1257 -2.6669 -0.2428 -0.003
H 1.5444 2.6946 3.5888 0.398
H 0.5685 4.2041 3.1949 0.416
H 2.2857 4.0588 2.7979 -0.249
H 1.9734 1.2961 1.6826 0.477
H 2.8599 2.5537 0.9342 -0.055
H 2.0130 1.4455 -1.0890 0.442
H 0.9468 2.7479 -0.8271 0.839
H -0.4042 1.3239 0.5561 -0.653
H 0.0761 0.1466 -2.0756 0.566
H -0.9938 1.4673 -1.6813 0.627
H -2.2384 -0.6672 -1.9420 0.504
H -2.4423 0.0798 -0.3582 -0.203
H -1.6102 -3.3812 0.4014 -0.318
H -2.4973 -3.1070 -1.1700 0.286
H -2.9994 -2.3637 0.3462 -0.737
C -11.5092 2.4487 -0.7810 -0.671
O -11.0814 1.1806 -1.1944 -0.416
C -9.7150 1.1210 -1.5927 -0.690
C -8.8525 0.7207 -0.4002 -0.073
N -9.4904 -0.3225 0.4047 -0.336
C -8.7500 -0.7253 1.5753 -1.424
C -7.3292 -1.2084 1.2532 0.039
O -6.4913 -0.0635 1.2668 -0.354
C -5.2503 -0.2583 0.6520 -0.841
H -12.5733 2.4682 -0.5466 0.266
H -11.3718 3.2147 -1.5519 0.313
H -10.9994 2.7865 0.1288 0.278
H -9.4082 2.1148 -1.9331 0.378
H -9.6181 0.4396 -2.4366 0.360
H -8.7413 1.6032 0.2453 0.211
H -7.8659 0.4344 -0.7592 0.105
H -10.4322 -0.0410 0.6305 0.277
H -9.3145 -1.5157 2.0741 0.428
H -8.6419 0.1082 2.2869 0.353
H -7.3166 -1.6603 0.2532 0.326
H -6.9358 -1.9508 1.9552 0.427
H -4.6540 -1.1051 1.0137 0.308
H -4.6674 0.6589 0.6543 0.422
H -5.3922 -0.5569 -0.3999 0.474
C -1.1383 -8.9565 -0.1296 -0.934
O -1.1600 -8.0618 -1.2114 -0.471
C -0.7365 -6.7432 -0.8544 1.157
C -1.0673 -5.8327 -2.0323 -1.003
N -0.1436 -5.8416 -3.1599 0.624
C 0.1215 -7.0138 -3.9751 -1.074
C 1.1275 -6.6961 -5.0666 -0.320
O 2.4425 -6.6963 -4.5396 -0.348
C 3.3394 -6.1281 -5.4538 -0.721
H -1.6447 -9.8537 -0.4843 0.354
H -1.6954 -8.6337 0.7612 0.328
H -0.1042 -9.1137 0.2008 0.320
H 0.3285 -6.8107 -0.6212 -0.033
H -1.3077 -6.3223 -0.0203 0.156
H -1.1844 -4.7909 -1.7314 -0.379
H -2.0296 -6.1212 -2.4675 0.722
H 0.7144 -5.3619 -2.9094 0.397
H -0.8019 -7.3252 -4.4676 0.393
H 0.5295 -7.8185 -3.3532 0.291
H 0.8804 -5.6879 -5.4247 0.014
H 1.0944 -7.3796 -5.9235 0.609
H 3.4623 -6.7969 -6.3121 0.330
H 4.3167 -5.8946 -5.0266 0.269
H 3.0403 -5.1303 -5.8027 0.228
C 11.9439 3.0698 -0.4940 -0.745
O 10.6848 2.4577 -0.5404 -0.293
C 10.4129 1.7984 -1.7895 -0.535
C 8.9480 1.3849 -1.8086 -0.721
N 8.1227 2.5681 -1.6027 -0.201
C 6.7049 2.3174 -1.4619 -0.674
C 5.9570 3.6433 -1.3748 -0.329
O 4.5810 3.4315 -1.5026 -0.230
C 3.7772 4.5828 -1.2232 -0.356
H 12.1410 3.6587 -1.3982 0.323
H 12.7147 2.3344 -0.2411 0.257
H 11.8842 3.8233 0.2976 0.236
H 11.0257 0.8949 -1.7680 0.363
H 10.5591 2.5590 -2.5584 0.375
H 8.8151 0.5541 -1.1043 0.352
H 8.7283 0.9643 -2.7926 0.359
H 8.5002 3.0810 -0.8149 0.250
H 6.4778 1.7140 -0.5725 0.276
H 6.3547 1.7725 -2.3413 0.345
H 6.3654 4.2970 -2.1590 0.301
H 6.2569 4.1663 -0.4547 0.175
H 3.3426 4.8691 -2.1858 0.316
H 4.3005 5.3394 -0.6446 0.316
H 2.9174 4.1514 -0.7038 -0.150
C -7.1883 -4.1109 -2.8430 -0.264
O -6.1878 -4.9209 -3.4028 -0.431
C -5.0198 -4.1731 -3.7471 -0.186
C -5.0410 -3.5067 -5.1019 -0.628
N -3.9031 -2.5689 -5.1810 -0.291
C -2.5900 -3.2330 -5.2657 0.451
C -1.5180 -2.1469 -5.4434 -0.050
O -1.5575 -1.7151 -6.7837 -0.472
C -0.4890 -0.8695 -7.1278 -0.645
H -8.1263 -4.6634 -2.8295 0.334
H -7.4867 -3.2309 -3.4333 0.280
H -6.8029 -3.6958 -1.9044 -0.191
H -4.1772 -4.8668 -3.7172 0.120
H -4.8748 -3.4638 -2.9224 0.252
H -5.9497 -2.9152 -5.2386 0.403
H -5.0617 -4.2597 -5.8984 0.324
H -4.0578 -2.0438 -6.0369 0.316
H -2.4277 -3.9663 -6.0635 0.162
H -2.4878 -3.7167 -4.2934 -0.471
H -0.5561 -2.6163 -5.2145 0.938
H -1.7758 -1.3243 -4.7706 0.200
H 0.4737 -1.2501 -6.7800 0.235
H -0.6831 0.1552 -6.7869 0.269
H -0.3983 -0.7261 -8.2069 0.335

x:
228
Properties=species:S:1:pos:R:3:mulliken_charge:R:1 method="wB97M-V/def2-TZVPD" homo_ev=-8.5 gap_ev=8.79 multiplicity=1 lumo_ev=0.3 total_charge=0
C 6.9852 -3.0669 -4.9082 -0.737
O 5.9478 -3.4285 -3.9858 -0.354
C 4.7096 -2.7756 -4.1259 -0.521
C 4.6948 -1.4488 -3.2907 -0.358
N 5.2003 -1.5092 -1.9254 -0.396
C 4.2496 -2.2127 -1.1195 0.485
C 4.7966 -2.4263 0.2942 -0.042
O 6.0444 -3.1621 0.3987 -0.512
C 5.9204 -4.5190 -0.0709 -0.590
H 7.2627 -2.0267 -4.7378 0.281
H 6.5824 -3.2692 -5.9006 0.293
H 7.9233 -3.6056 -4.7739 0.271
H 3.9970 -3.5304 -3.7933 -0.057
H 4.4045 -2.5107 -5.1383 0.591
H 3.7522 -0.9019 -3.3148 -0.053
H 5.3200 -0.6573 -3.7038 0.480
H 6.0306 -2.0840 -1.9453 0.440
H 4.0759 -3.2016 -1.5440 0.237
H 3.3376 -1.6158 -1.1243 -0.458
H 3.9958 -2.8837 0.8753 -0.111
H 5.0814 -1.4443 0.6719 0.223
H 5.5454 -4.7960 -1.0562 0.224
H 5.2319 -4.9655 0.6465 0.154
H 6.8488 -5.0280 0.1880 0.361
C -1.0240 -2.0939 3.7917 -0.796
O -1.0530 -3.5209 3.7902 -0.564
C -1.8118 -4.0551 2.7598 1.900
C -1.5710 -5.5742 2.8191 -1.398
N -2.1145 -6.2137 3.9996 -0.357
C -3.5665 -6.3499 4.1002 -0.286
C -4.1010 -6.3640 5.5726 -0.720
O -3.8830 -5.0942 6.1096 -0.198
C -4.1289 -5.0998 7.5126 -0.838
H -0.2347 -1.7984 4.4828 0.467
H -1.9505 -1.6787 4.1884 0.415
H -0.7112 -1.6753 2.8351 -0.042
H -1.4892 -3.7276 1.7714 -1.017
H -2.8608 -3.7849 2.8805 0.066
H -0.5013 -5.7830 2.8296 0.082
H -1.9842 -6.0429 1.9259 0.462
H -1.8322 -5.5134 4.6704 0.329
H -3.8102 -7.3188 3.6643 0.398
H -4.0171 -5.5954 3.4555 0.150
H -3.5095 -7.0703 6.1551 0.390
H -5.1306 -6.7211 5.5489 0.393
H -3.7831 -5.9191 8.1429 0.338
H -5.1532 -4.8135 7.7513 0.303
H -3.5501 -4.2590 7.8948 0.248
C -1.5556 4.6456 -5.0336 -0.798
O -0.3430 4.8298 -4.2992 -0.215
C -0.3479 6.0003 -3.5420 -0.522
C 1.1036 6.4187 -3.1300 -0.925
N 1.6804 5.4036 -2.2259 0.501
C 3.1041 5.3552 -2.3379 -1.154
C 3.6735 4.1968 -1.6135 0.206
O 3.4272 2.9954 -2.3613 -0.425
C 3.7661 1.7516 -1.6779 0.720
H -1.8067 5.3106 -5.8599 0.452
H -2.4624 4.7334 -4.4352 0.259
H -1.5110 3.6406 -5.4533 0.168
H -1.1092 5.8711 -2.7727 0.144
H -0.6971 6.8060 -4.1878 0.567
H 1.0540 7.3866 -2.6312 0.387
H 1.6520 6.5511 -4.0627 0.323
H 1.2890 4.4989 -2.4463 -0.814
H 3.5754 6.2948 -2.0493 0.529
H 3.3873 5.1234 -3.3646 0.421
H 3.3050 4.1237 -0.5903 -0.560
H 4.7451 4.3592 -1.4978 0.776
H 4.8508 1.6846 -1.5944 0.527
H 3.4110 0.8680 -2.2083 -0.663
H 3.2291 1.7528 -0.7294 -0.520
C -4.9437 -1.7094 1.5655 -0.843
O -4.3171 -1.5643 0.3414 -0.118
C -4.0362 -0.2266 0.0554 -0.843
C -3.4173 -0.1558 -1.3847 -0.185
N -3.3620 1.1417 -1.9473 0.341
C -4.7212 1.6276 -2.3204 -0.727
C -4.5630 3.0294 -2.9579 -0.013
O -5.7973 3.5100 -3.3035 -0.452
C -5.6941 4.8292 -3.8051 -0.752
H -5.3533 -2.7016 1.7552 0.352
H -5.8152 -1.0756 1.7300 0.355
H -4.1987 -1.6528 2.3591 -0.022
H -3.3996 0.2250 0.8162 0.309
H -4.9776 0.3204 0.0051 0.522
H -3.9057 -0.8430 -2.0755 0.670
H -2.4024 -0.5510 -1.3400 -0.588
H -2.7705 1.1829 -2.7649 -0.268
H -5.5464 1.6106 -1.6085 0.392
H -5.1984 1.0121 -3.0830 0.086
H -3.9526 2.8724 -3.8472 0.123
H -3.8995 3.7515 -2.4820 0.068
H -5.3816 5.5593 -3.0586 0.292
H -6.7419 5.0663 -3.9892 0.339
H -5.1946 4.9261 -4.7691 0.265
C -0.5117 1.1862 -4.6866 -1.381
O -0.9236 1.7383 -3.4197 1.255
C 0.1800 2.0776 -2.6089 -1.037
C -0.1813 2.8071 -1.3882 0.488
N -1.0540 2.0125 -0.4455 1.134
C -1.2725 2.7607 0.7868 0.188
C -1.7737 4.1973 0.5524 0.079
O -2.1142 4.7899 1.8273 -0.338
C -2.4712 6.1903 1.6229 -0.885
H -1.3889 1.0012 -5.3067 0.209
H 0.1645 0.3334 -4.6265 0.106
H 0.0495 1.9715 -5.1929 0.423
H 0.8915 2.6672 -3.1869 0.696
H 0.7402 1.1889 -2.3182 -0.459
H -0.6023 3.7440 -1.7531 0.075
H 0.7304 3.0845 -0.8591 0.121
H -1.8471 1.8221 -1.0412 -0.084
H -0.3695 2.7533 1.3974 -0.464
H -2.0000 2.2612 1.4266 -0.137
H -2.6088 4.1843 -0.1480 0.164
H -1.0222 4.7756 0.0149 0.063
H -1.7664 6.7756 1.0323 0.301
H -2.3562 6.6056 2.6241 0.338
H -3.4478 6.3560 1.1679 0.303
C 3.9245 10.6287 6.5896 -0.682
O 4.2159 9.4556 5.8203 -0.298
C 5.2649 9.5693 4.8150 -0.666
C 5.4450 8.1857 4.1309 -0.682
N 4.4055 7.9231 3.1462 -0.372
C 4.6296 6.5123 2.5986 -1.121
C 3.6223 6.0928 1.6240 0.029
O 2.3455 6.0024 2.1731 -0.450
C 1.2981 5.6245 1.3109 -0.340
H 3.5241 11.3695 5.8975 0.280
H 4.9146 10.9403 6.9223 0.288
H 3.3206 10.4192 7.4725 0.224
H 6.1981 9.9317 5.2462 0.474
H 4.9491 10.2503 4.0247 0.338
H 5.5393 7.3919 4.8719 0.370
H 6.4047 8.1505 3.6154 0.408
H 3.4921 8.0310 3.5635 0.275
H 4.5150 5.7609 3.3798 0.371
H 5.6709 6.3293 2.3334 0.481
H 4.0432 5.2114 1.1401 0.194
H 3.6119 6.8268 0.8182 0.326
H 1.2137 6.3461 0.4983 0.252
H 0.4455 5.7578 1.9769 0.282
H 1.3103 4.6090 0.9149 -0.060
C 2.9044 -7.5109 3.5200 -0.630
O 3.5389 -6.2259 3.8316 -0.443
C 2.6229 -5.1237 3.5409 0.269
C 3.3604 -3.7789 3.9102 -1.012
N 2.5495 -2.6047 3.5824 0.284
C 3.2537 -1.3679 3.6851 -1.356
C 2.4708 -0.1787 3.1424 0.728
O 3.1225 0.9951 3.4983 -0.586
C 2.6028 2.1193 2.7230 -0.253
H 2.4228 -7.4474 2.5442 0.145
H 2.0771 -7.6974 4.2048 0.312
H 3.5420 -8.3585 3.7712 0.304
H 1.6924 -5.1141 4.1086 0.309
H 2.3425 -5.0751 2.4887 -0.119
H 4.2293 -3.7100 3.2556 0.380
H 3.7481 -3.8107 4.9284 0.379
H 1.7332 -2.6194 4.1769 -0.065
H 4.1694 -1.4967 3.1081 0.398
H 3.4071 -1.1107 4.7332 0.395
H 1.5080 -0.1801 3.6533 0.246
H 2.4930 -0.4138 2.0782 -0.276
H 2.8092 2.1173 1.6528 0.018
H 3.1419 2.9931 3.0890 0.213
H 1.5301 2.3026 2.7857 0.254
C 0.4778 -5.9048 -1.2498 1.177
C 0.9347 -6.9935 -2.2036 -0.686
O 1.2901 -6.5437 -3.5196 -0.426
O 1.5150 -5.2985 -0.5295 -0.462
H -0.3016 -6.2353 -0.5632 0.090
H -0.0415 -5.1460 -1.8352 -0.711
H 0.2151 -7.7961 -2.3651 0.311
H 1.8469 -7.4358 -1.8030 0.369
H 2.0732 -7.0583 -3.7286 0.296
H 1.2174 -4.5792 0.0323 -0.357
C -4.8399 -2.7370 -5.5839 0.055
C -4.3574 -1.2470 -5.4268 0.397
O -3.5981 -0.8010 -6.5477 -0.573
O -5.8287 -2.8183 -6.6152 -0.578
H -5.2181 -3.1850 -4.6650 -0.069
H -3.9829 -3.3561 -5.8496 0.135
H -3.7360 -1.2555 -4.5313 -0.403
H -5.2130 -0.5957 -5.2480 0.375
H -4.1333 -0.8038 -7.3447 0.347
H -6.4488 -3.4700 -6.2799 0.366
C 0.5618 -1.3855 -0.9799 -0.775
C -0.3124 -2.2622 -0.0418 -0.311
O 0.5367 -2.8588 0.8064 3.044
O 1.1726 -0.3442 -0.2375 1.332
H 0.0016 -0.8966 -1.7770 -0.018
H 1.3688 -2.0024 -1.3751 -0.418
H -0.8161 -3.0831 -0.5523 0.384
H -1.0343 -1.6262 0.4705 -0.008
H 1.1968 -2.2341 1.1156 -1.202
H 0.6096 0.4321 -0.1930 -1.105
C -5.7188 -4.0592 -1.5261 -0.901
C -4.2981 -4.3661 -1.9754 -0.316
O -3.3631 -3.5565 -1.4557 0.907
O -6.3178 -2.9045 -2.1328 -0.511
H -5.7471 -3.8628 -0.4543 0.243
H -6.3559 -4.9407 -1.5971 0.520
H -4.3365 -4.2125 -3.0539 0.189
H -3.9779 -5.3557 -1.6495 0.249
H -3.7361 -2.9179 -0.8437 -0.202
H -7.1533 -2.7728 -1.6787 0.280
C -3.2575 0.8851 4.7303 -0.331
C -3.9078 2.2738 4.6078 -0.297
O -5.3251 2.2020 4.9680 -0.551
O -1.9681 0.8766 4.0647 -0.250
H -3.7449 0.0890 4.1675 0.022
H -3.1507 0.5450 5.7604 0.440
H -3.8451 2.5619 3.5584 0.138
H -3.4272 3.0574 5.1934 0.390
H -5.5950 3.1202 5.0440 0.318
H -1.5324 1.6419 4.4469 0.179
C 0.0526 -3.6922 -4.7429 -0.842
C -1.5316 -3.5665 -4.5934 0.482
O -1.9232 -4.6948 -3.8632 -0.606
O 0.8251 -3.4012 -3.6082 0.363
H 0.3180 -2.9746 -5.5193 0.395
H 0.2142 -4.7336 -5.0212 0.306
H -1.9595 -3.3864 -5.5795 0.430
H -1.7880 -2.6217 -4.1141 -0.469
H -2.0144 -4.5176 -2.9241 0.058
H 0.7909 -4.1504 -3.0089 -0.443

Unit: eV. Relative energies: w 15.308; x 0.000.